(one)
Here is 2 unconnected molecules or ions with the total composition H2N2O3S from the Open Molecules 2025 dataset. Energies are from ωB97M-V with the def2-TZVPD basis set.

```
8
Properties=species:S:1:pos:R:3:lowdin_charge:R:1
H -0.6675 0.4110 -0.0458 -0.01
S 1.5876 -0.5237 0.3052 0.87
O -1.4176 0.4626 0.5832 -0.06
O -3.2900 -0.6070 0.2299 0.04
N 1.2422 0.6846 -0.4699 -0.29
O 2.9103 -1.1042 0.4956 -0.47
N -2.1292 -0.5814 -0.0026 -0.12
H 1.7642 1.2581 -1.0956 0.04
```

* orbital gap: 9.420 eV
* E_HOMO: -10.33 eV
* LUMO level: -0.9150 eV

=====

(two)
Here is a single H2N2O3S molecule from the Open Molecules 2025 dataset. Energies are from ωB97M-V with the def2-TZVPD basis set.

```
8
Properties=species:S:1:pos:R:3:lowdin_charge:R:1
O -0.5020 0.5041 0.5289 -0.17
O 0.3416 -1.6713 0.9852 0.14
N 0.5422 0.8051 -0.3178 -0.47
H 1.4264 0.6274 0.0906 0.05
O -1.6660 -1.1306 1.7380 0.16
N -0.6261 -1.0496 1.1988 -0.33
H 0.0978 1.6437 -2.2362 -0.09
S 0.3861 0.2712 -1.9874 0.70
```

* orbital gap: 9.941 eV
* E_HOMO: -9.68 eV
* LUMO level: 0.2603 eV
* SMILES: O=[N+]([O-])ONS

=====

Stability, lowest: (two)

=====

(one)
Here is 2 unconnected molecules or ions with the total composition C3H12NO from the Open Molecules 2025 dataset. Energies are from ωB97M-V with the def2-TZVPD basis set.

```
17
Properties=species:S:1:pos:R:3:lowdin_charge:R:1
H 1.5500 -1.1971 -1.8616 0.12
H -0.1811 -0.1934 -0.3287 0.11
H 1.4780 -1.8502 -0.1541 0.11
C -2.2433 0.1075 1.2628 0.15
C 1.7607 -1.0297 -0.8066 0.07
N 0.8081 0.0558 -0.2582 -0.08
H 2.7522 -0.5979 -0.8278 0.11
H -3.1656 -0.4756 1.1703 0.14
C 0.9086 1.3857 -0.9608 0.03
H -1.9220 0.8348 2.0342 0.18
H 0.4063 1.3285 -1.9162 0.12
H -1.8575 -1.8032 1.5664 0.20
O -1.2527 -1.0793 1.2496 0.22
H -2.1662 0.6852 0.3275 0.14
H 1.9682 1.6046 -0.9858 0.11
H 0.3857 2.1015 -0.2833 0.12
H 0.7705 0.1228 0.7724 0.17
```

* spin multiplicity: 2
* <S²>: 0.75
* orbital gap (spin up / spin down): 13.322 / 6.593 eV
* E_HOMO (spin up / spin down): -21.98 / -21.98 eV
* LUMO level (spin up / spin down): -8.6626 / -15.3898 eV
* net charge: +2

=====

(two)
Here is 2 unconnected molecules or ions with the total composition C3H12NO from the Open Molecules 2025 dataset. Energies are from ωB97M-V with the def2-TZVPD basis set.

```
17
Properties=species:S:1:pos:R:3:lowdin_charge:R:1
H 2.3587 -0.7059 -1.6183 0.12
H 0.7531 1.2183 1.1407 0.18
H -2.7584 -1.0888 0.3128 0.22
H 0.6285 -1.4995 -0.0891 0.13
N 0.5809 0.2057 1.1909 0.17
H 0.7844 -0.0329 2.1786 0.19
H -0.4660 0.1809 1.0753 0.11
H 1.1531 0.5952 -1.4479 0.09
C -2.1880 0.5677 -0.5291 0.10
H -2.8731 0.2203 -1.3297 0.18
H 2.8513 0.6104 -0.6979 0.11
H 1.9597 -1.2876 0.9295 0.15
O -1.8912 -0.5976 0.2587 0.18
H -2.8605 1.1671 0.1334 0.21
C 1.3318 -0.7215 0.2253 -0.18
H -1.3048 1.1343 -0.8249 0.13
C 1.9403 0.0337 -0.9085 -0.06
```

* spin multiplicity: 2
* <S²>: 0.75
* orbital gap (spin up / spin down): 12.089 / 5.178 eV
* E_HOMO (spin up / spin down): -20.47 / -20.45 eV
* LUMO level (spin up / spin down): -8.3769 / -15.2693 eV
* net charge: +2

=====

Stability, lowest: (one)

=====

(one)
Here is a single C2H4N2S3 molecule from the Open Molecules 2025 dataset. Energies are from ωB97M-V with the def2-TZVPD basis set.

```
11
Properties=species:S:1:pos:R:3:lowdin_charge:R:1
H 2.0763 -1.0262 0.0148 0.11
S -1.8926 1.6745 -0.0893 0.62
N -1.3845 -0.9195 0.3288 -1.02
S -0.2051 -1.9494 -0.0534 0.79
H 1.5337 1.2219 -0.4610 0.10
C 1.0767 -0.5739 0.4313 -0.34
N -0.4560 1.3034 0.3722 -0.52
H 0.4479 0.4916 -1.4333 0.13
H 0.9272 -0.5486 1.4392 0.02
S -2.6941 -0.3756 -0.2336 0.57
C 0.5706 0.7018 -0.3156 -0.45
```

* orbital gap (spin up / spin down): 7.266 / 6.525 eV
* E_HOMO (spin up / spin down): -8.26 / -7.86 eV
* LUMO level (spin up / spin down): -0.9892 / -1.3362 eV

=====

(two)
Here is a single C2H4N2S3 molecule from the Open Molecules 2025 dataset. Energies are from ωB97M-V with the def2-TZVPD basis set.

```
11
Properties=species:S:1:pos:R:3:lowdin_charge:R:1
S -1.0813 -1.3179 1.1011 0.63
C 0.0064 -0.1853 0.5769 -0.93
C -0.3157 0.0810 -1.9436 -0.74
S 2.2504 1.2534 1.3455 0.76
H 1.5809 2.4243 1.2896 -0.13
N 0.3168 0.2431 -0.7084 -0.07
N 0.8890 0.2571 1.5550 -0.50
H 1.3167 0.5275 -0.8557 0.10
S -1.8215 -0.3395 -2.3207 0.66
H 0.3944 0.4091 -2.8037 0.09
H 0.5622 0.2276 2.6300 0.15
```

* orbital gap: 7.873 eV
* E_HOMO: -8.30 eV
* LUMO level: -0.4226 eV
* SMILES: S=CNC(=S)NS

=====

(three)
Here is a molecular structure, C2H4N2S3 from the Open Molecules 2025 dataset. Energies are from ωB97M-V with the def2-TZVPD basis set.

```
11
Properties=species:S:1:pos:R:3:lowdin_charge:R:1
C -1.1315 -0.6694 -1.2004 -0.75
N -0.4861 -0.6601 0.1413 -0.54
N 0.5461 1.2751 0.2720 -0.30
S -0.6835 -0.0668 -2.6411 0.64
H 1.3956 3.0807 0.5349 -0.16
H -2.1304 -1.2792 -0.9415 0.08
C 0.6092 0.0964 0.5957 -0.53
H -1.0891 -1.0154 2.4551 0.05
S -0.7864 -2.0872 1.1774 0.69
H 1.0836 -0.2234 1.5806 0.09
S 1.6857 2.0646 1.2827 0.75
```

* orbital gap: 8.120 eV
* E_HOMO: -8.59 eV
* LUMO level: -0.4674 eV

=====

Stability, lowest: (one)

=====

(one)
Here is 2 unconnected molecules or ions with the total composition C3H7OP from the Open Molecules 2025 dataset. Energies are from ωB97M-V with the def2-TZVPD basis set.

```
12
Properties=species:S:1:pos:R:3:lowdin_charge:R:1
H 0.4517 0.3021 0.7235 0.01
H 1.8469 -1.8409 0.8052 0.05
C 1.1321 -1.5779 1.5838 -0.08
H -0.8215 0.2598 -2.9946 0.08
H -0.3799 -0.3478 2.1879 0.05
C 0.4271 -0.4886 1.4728 -0.09
O 0.8890 0.9537 -1.9300 -0.07
H -0.5928 1.9254 -0.1322 -0.15
H -1.9634 0.6168 -0.7127 -0.13
H 0.8288 -2.3872 2.2398 0.05
C -0.3006 0.7415 -2.1158 -0.52
P -1.5175 1.8431 -1.1276 0.82
```

* orbital gap: 9.936 eV
* E_HOMO: -9.50 eV
* LUMO level: 0.4373 eV
* SMILES: O=CP.C=C

=====

(two)
Here is a single C3H7OP molecule from the Open Molecules 2025 dataset. Energies are from ωB97M-V with the def2-TZVPD basis set.

```
12
Properties=species:S:1:pos:R:3:lowdin_charge:R:1
C 0.6580 0.2645 1.2815 -0.25
H 0.0844 1.8164 -1.8002 0.04
H 1.0081 -1.9163 0.3788 0.10
H -0.4276 -1.8232 1.4379 0.00
H 0.7356 0.3802 2.3830 0.08
P -0.7641 0.1834 0.1747 0.69
O -2.1884 0.3083 0.4973 -0.38
H 1.4973 0.6277 0.8181 0.02
C -0.2129 0.7530 -1.7000 -0.12
H -1.1116 0.5092 -2.3447 0.06
C 0.2004 -1.2530 0.8967 -0.21
H 0.5208 0.1498 -2.0232 -0.04
```

* orbital gap: 10.257 eV
* E_HOMO: -9.43 eV
* LUMO level: 0.8225 eV
* SMILES: CP1(=O)CC1

=====

Stability, lowest: (one)

=====

(one)
Here is a gas-phase ion, C8H13N2O2 (charge +1) from the Open Molecules 2025 dataset. Energies are from ωB97M-V with the def2-TZVPD basis set.

```
25
Properties=species:S:1:pos:R:3:lowdin_charge:R:1
C 0.2569 0.1101 0.1288 -0.20
H 1.5363 -0.0120 -2.3327 0.04
C -1.7144 -2.3094 -1.8202 0.04
H 0.4125 -1.7152 2.1852 0.11
H -0.4958 1.7807 2.9669 0.15
C -0.2178 1.6057 1.9066 -0.04
H 1.4772 2.9800 -1.6339 0.14
H -0.9644 -2.6084 -2.5827 0.12
H -1.4024 -0.1076 1.4712 0.25
O -1.3909 -2.1100 0.5848 0.16
H 2.1008 1.4293 -3.3061 0.12
H 1.2133 -0.4790 0.2487 0.19
C 1.6619 1.0356 -2.2888 0.02
C -1.1973 -1.7867 -0.5269 -0.46
N 0.5322 1.4888 -0.2114 -0.03
H 1.3953 -0.2492 2.4458 0.09
N -0.3080 0.1935 1.5611 -0.08
C 1.2051 1.9097 -1.4130 -0.12
H -0.1167 -0.7537 3.3610 0.11
C 0.2150 2.2816 0.8285 -0.03
H 0.4234 3.3307 0.7667 0.15
C 0.4682 -0.6731 2.4872 0.04
O -0.5280 -0.5820 -0.8419 0.04
H -2.2976 -1.5322 -2.3004 0.11
H -2.2646 -3.2273 -1.6845 0.10
```

* orbital gap: 9.383 eV
* E_HOMO: -12.19 eV
* LUMO level: -2.8103 eV
* SMILES: C=CN1C=C[N@H+](C)[C@H]1OC(C)=O
* net charge: +1

=====

(two)
Here is 2 unconnected molecules or ions with the total composition C8H13N2O2 from the Open Molecules 2025 dataset. Energies are from ωB97M-V with the def2-TZVPD basis set.

```
25
Properties=species:S:1:pos:R:3:lowdin_charge:R:1
N 0.1023 -1.7065 -0.0403 0.12
H 1.9054 2.2910 -0.5904 0.14
H -0.6051 0.6692 -2.0819 0.09
C -0.7602 1.1490 -1.1945 -0.01
H 2.0819 1.6773 1.1403 0.09
C 2.5354 -2.0495 0.0234 0.02
C 1.4122 -1.1064 -0.1503 -0.18
O -5.8189 -0.7343 0.4739 0.21
C 1.1859 0.2293 -0.1284 -0.22
N -0.2665 0.4405 -0.0604 -0.31
H -0.0334 0.4266 2.0042 0.15
H 3.2628 1.1394 -0.0192 0.12
H -1.7754 0.4796 1.2540 0.09
C -4.9827 -0.1391 -0.0914 -0.39
H 3.3252 -1.6306 0.5147 0.06
H -1.8375 1.1610 -1.3439 0.11
H 2.2582 -3.0043 0.5791 0.13
H -0.6792 1.9836 1.2238 0.13
H -0.3935 2.1314 -1.2749 0.10
C 2.1434 1.3263 0.0856 -0.02
O -4.1202 0.4465 -0.5982 0.18
C -0.9081 -0.8900 -0.0947 0.04
H 2.6795 -2.4221 -0.9855 0.11
H 0.0552 -2.7484 0.0880 0.19
C -0.7668 0.8805 1.2671 0.05
```

* orbital gap: 10.295 eV
* E_HOMO: -13.72 eV
* LUMO level: -3.4269 eV
* net charge: +1

=====

Stability, lowest: (two)